1.
{
  "formula": "C54H55CoGeN3O3P2",
  "method": "the ωB97M-V functional and the def2-TZVPD basis",
  "homo_ev": [-6.228, -6.228],
  "spin_multiplicity": 2,
  "e_lumo_ev": [-0.52, 0.26],
  "gap_ev": [5.7, 6.5],
  "symbols": ["Co", "C", "C", "P", "C", "C", "C", "C", "C", "C", "C", "C", "C", "C", "C", "C", "C", "P", "C", "C", "C", "C", "C", "C", "C", "C", "C", "C", "C", "C", "H", "H", "H", "H", "H", "H", "H", "H", "H", "H", "H", "H", "H", "H", "H", "H", "H", "H", "H", "H", "H", "H", "H", "H", "H", "H", "C", "C", "O", "C", "C", "H", "H", "H", "H", "H", "H", "H", "H", "H", "H", "O", "C", "O", "C", "C", "Ge", "C", "C", "C", "C", "C", "C", "C", "C", "C", "C", "C", "C", "C", "C", "C", "C", "C", "C", "H", "H", "H", "H", "H", "H", "H", "H", "H", "H", "H", "H", "H", "H", "H", "H", "H", "H", "H", "N", "C", "N", "C", "N"],
  "xyz": [[0.688, -0.368, 1.255], [2.614, 1.133, -1.194], [1.332, 1.766, -0.604], [1.455, 1.858, 1.238], [0.006, 2.804, 1.782], [-0.873, 3.429, 0.906], [-1.949, 4.153, 1.404], [-2.157, 4.248, 2.772], [-1.285, 3.619, 3.655], [-0.209, 2.896, 3.159], [2.800, 3.093, 1.404], [3.995, 2.827, 2.065], [5.017, 3.769, 2.098], [4.841, 4.994, 1.474], [3.635, 5.282, 0.846], [2.613, 4.345, 0.819], [2.586, -0.394, -1.361], [2.433, -1.312, 0.207], [1.783, -2.966, -0.125], [1.373, -3.396, -1.377], [0.799, -4.656, -1.521], [0.632, -5.481, -0.421], [1.035, -5.049, 0.841], [1.600, -3.794, 0.988], [4.160, -1.610, 0.708], [4.940, -0.520, 1.080], [6.287, -0.670, 1.374], [6.870, -1.929, 1.306], [6.102, -3.021, 0.931], [4.753, -2.868, 0.627], [3.494, 1.440, -0.617], [2.724, 1.558, -2.189], [-0.609, 1.208, -0.253], [1.268, 2.772, -1.014], [-0.725, 3.369, -0.169], [-2.628, 4.633, 0.712], [-3.000, 4.813, 3.152], [-1.445, 3.690, 4.723], [0.469, 2.399, 3.847], [4.122, 1.900, 2.600], [5.941, 3.548, 2.616], [5.635, 5.730, 1.489], [3.485, 6.244, 0.372], [1.676, 4.587, 0.331], [3.489, -0.728, -1.873], [1.722, -0.675, -1.963], [1.477, -2.759, -2.248], [0.473, -4.979, -2.502], [0.177, -6.458, -0.540], [0.900, -5.687, 1.706], [1.894, -3.448, 1.975], [4.495, 0.460, 1.114], [6.881, 0.193, 1.651], [7.921, -2.055, 1.534], [6.552, -4.004, 0.867], [4.171, -3.730, 0.330], [3.553, -1.634, 4.184], [2.607, -0.510, 3.813], [1.320, -0.967, 3.376], [0.556, -1.520, 4.460], [-0.767, -2.047, 3.965], [4.552, -1.219, 4.339], [3.620, -2.365, 3.376], [3.261, -2.145, 5.101], [3.014, 0.058, 2.984], [2.468, 0.180, 4.651], [0.418, -0.734, 5.208], [1.130, -2.324, 4.921], [-1.457, -1.236, 3.734], [-1.213, -2.682, 4.731], [-0.618, -2.652, 3.066], [-0.630, -1.738, 0.611], [-1.551, -1.031, 1.111], [-1.220, 0.103, 1.590], [-2.960, -1.530, 1.184], [-3.577, -1.886, -0.186], [-3.360, -0.616, -1.668], [-4.810, -0.946, -2.953], [-4.593, -0.997, -4.330], [-5.664, -1.068, -5.219], [-6.968, -1.094, -4.743], [-7.202, -1.042, -3.373], [-6.131, -0.962, -2.492], [-1.724, -1.069, -2.628], [-1.808, -2.350, -3.191], [-0.864, -2.801, -4.102], [0.183, -1.962, -4.462], [0.300, -0.708, -3.878], [-0.630, -0.254, -2.942], [-3.807, 1.218, -1.144], [-3.744, 2.235, -2.103], [-4.284, 3.490, -1.853], [-4.928, 3.743, -0.645], [-5.014, 2.742, 0.311], [-4.450, 1.492, 0.064], [-3.550, -0.784, 1.709], [-2.922, -2.424, 1.815], [-4.646, -2.071, -0.069], [-3.126, -2.814, -0.547], [-3.583, -0.970, -4.725], [-5.475, -1.098, -6.286], [-7.800, -1.146, -5.436], [-8.217, -1.054, -2.995], [-6.334, -0.899, -1.426], [-2.655, -2.991, -2.958], [-0.967, -3.782, -4.554], [0.906, -2.279, -5.205], [1.106, -0.046, -4.168], [-1.434, 1.529, -2.124], [-3.295, 2.047, -3.074], [-4.214, 4.263, -2.609], [-5.365, 4.717, -0.455], [-5.524, 2.927, 1.250], [-4.538, 0.727, 0.825], [-0.082, 2.417, -5.397], [0.142, 2.233, -4.262], [0.408, 2.036, -2.987], [-0.428, 1.122, -2.293], [0.143, 0.964, -0.885]],
  "forces_ev_per_a": [[0.1, 0.2, -0.2], [0.0, -0.1, 0.0], [0.0, -0.1, 0.1], [-0.3, -0.1, -0.5], [0.1, 0.1, 0.2], [0.0, 0.1, -0.1], [0.0, 0.0, 0.0], [0.1, 0.0, 0.0], [0.0, 0.0, -0.1], [-0.1, 0.1, -0.1], [0.1, -0.3, 0.3], [-0.1, 0.2, 0.1], [-0.1, 0.0, 0.0], [0.0, 0.0, 0.0], [0.0, 0.0, 0.0], [0.1, 0.0, -0.1], [0.0, 0.0, 0.1], [-0.3, 0.0, -0.2], [0.1, -0.1, 0.1], [0.0, -0.1, -0.1], [0.0, 0.0, 0.0], [0.0, 0.0, 0.0], [0.0, 0.1, -0.1], [0.0, -0.1, -0.1], [-0.1, 0.0, 0.0], [0.1, 0.0, 0.0], [0.0, 0.0, 0.0], [0.0, 0.0, 0.0], [-0.1, 0.0, 0.0], [0.1, 0.0, 0.1], [0.0, 0.0, 0.0], [0.0, 0.0, 0.0], [0.0, 0.2, 0.0], [-0.1, 0.1, -0.1], [0.0, 0.0, 0.1], [0.0, 0.0, 0.0], [0.0, 0.0, 0.0], [0.0, 0.0, 0.0], [0.0, 0.0, 0.0], [0.0, -0.2, 0.0], [0.0, 0.0, 0.0], [0.0, 0.0, 0.0], [0.0, 0.0, 0.0], [0.0, 0.0, 0.0], [0.0, 0.0, -0.1], [0.0, 0.0, 0.0], [0.0, -0.1, 0.1], [0.0, 0.0, 0.0], [0.0, 0.0, 0.0], [0.0, 0.0, 0.0], [0.0, 0.0, 0.0], [0.0, 0.2, 0.0], [0.0, 0.0, 0.0], [0.0, 0.0, 0.0], [0.0, 0.0, 0.0], [0.0, 0.0, 0.0], [0.1, 0.0, 0.0], [-0.2, -0.1, 0.0], [0.0, -0.2, 0.2], [0.1, 0.1, -0.2], [0.0, 0.0, -0.1], [0.0, 0.0, 0.0], [0.0, 0.0, 0.0], [0.0, 0.0, 0.0], [0.0, 0.0, -0.1], [0.0, 0.0, 0.1], [0.0, 0.0, 0.1], [0.0, -0.1, 0.0], [0.0, 0.0, 0.0], [0.0, 0.0, 0.0], [0.0, 0.0, 0.1], [0.0, -0.1, 0.4], [0.1, 0.2, -0.1], [0.0, -0.2, 0.3], [-0.1, -0.1, -0.2], [0.2, 0.0, 0.3], [-0.2, 0.1, -0.1], [-0.1, 0.0, 0.0], [-0.2, 0.0, 0.0], [0.1, 0.0, 0.1], [0.1, 0.0, 0.1], [0.1, 0.0, 0.0], [0.0, -0.1, -0.1], [0.1, 0.0, -0.1], [0.1, 0.1, -0.1], [0.0, 0.0, 0.1], [0.0, 0.0, 0.0], [-0.1, -0.1, 0.0], [0.2, -0.1, 0.1], [0.0, 0.1, 0.1], [-0.1, 0.1, 0.1], [0.0, 0.0, 0.0], [0.0, -0.1, 0.0], [0.1, 0.0, 0.0], [0.0, 0.1, -0.1], [0.0, 0.0, 0.0], [-0.1, 0.0, 0.0], [0.0, -0.1, 0.1], [0.0, 0.0, 0.0], [0.0, 0.0, 0.0], [0.0, 0.0, 0.0], [0.0, 0.0, 0.0], [0.0, 0.0, 0.0], [0.0, 0.0, 0.0], [0.0, 0.0, 0.0], [0.0, 0.1, 0.0], [0.0, 0.0, 0.0], [0.0, 0.0, 0.0], [0.0, -0.1, 0.0], [0.0, 0.0, 0.0], [0.0, 0.0, 0.0], [0.0, 0.0, 0.0], [0.0, 0.0, 0.0], [0.0, 0.0, 0.0], [0.2, 0.0, 0.3], [-0.3, -0.1, 0.4], [0.2, 0.1, -0.7], [0.0, 0.0, 0.1], [0.0, -0.3, -0.1]]
}

---

2.
{
  "formula": "C54H55CoN6O2",
  "method": "the ωB97M-V functional and the def2-TZVPD basis",
  "homo_ev": [-6.216, -7.921],
  "spin_multiplicity": 5,
  "e_lumo_ev": [-0.14, -0.56],
  "gap_ev": [6.1, 7.4],
  "symbols": ["Co", "C", "C", "C", "C", "C", "C", "C", "C", "C", "C", "C", "C", "N", "C", "C", "N", "C", "C", "C", "C", "C", "C", "C", "C", "C", "C", "C", "C", "C", "C", "C", "C", "C", "C", "C", "C", "C", "C", "H", "H", "H", "H", "H", "H", "H", "H", "H", "H", "H", "H", "H", "H", "H", "H", "H", "H", "H", "H", "H", "H", "H", "H", "H", "H", "H", "H", "H", "H", "H", "H", "H", "H", "H", "H", "H", "H", "H", "H", "C", "O", "C", "C", "C", "C", "C", "C", "N", "N", "C", "C", "C", "C", "O", "C", "N", "C", "C", "C", "C", "H", "H", "H", "H", "H", "H", "H", "H", "H", "H", "H", "H", "C", "C", "N", "H", "H", "H"],
  "xyz": [[-0.267, 0.634, -0.877], [-0.480, -2.498, 2.166], [0.608, -1.608, 1.586], [1.952, -2.379, 1.524], [0.699, -0.321, 2.460], [1.450, -0.388, 3.609], [1.620, 0.678, 4.445], [0.987, 1.842, 4.118], [0.170, 1.963, 2.997], [-0.440, 3.314, 2.614], [0.550, 4.513, 2.718], [-1.726, 3.649, 3.384], [0.008, 0.852, 2.141], [-0.831, 0.897, 1.068], [-2.089, 0.421, 1.188], [-2.807, 0.077, 0.006], [-2.116, 0.186, -1.173], [-2.704, -0.425, -2.323], [-2.519, -1.797, -2.474], [-3.064, -2.379, -3.652], [-3.655, -1.629, -4.622], [-3.696, -0.273, -4.458], [-3.208, 0.356, -3.317], [-3.199, 1.911, -3.176], [-2.644, 2.453, -4.485], [-4.597, 2.413, -2.822], [-1.715, -2.606, -1.487], [-2.565, -3.760, -0.939], [-0.522, -3.120, -2.349], [-4.201, -0.324, 0.288], [-5.260, -0.742, -0.408], [-6.373, -1.172, 0.308], [-6.382, -1.115, 1.685], [-5.300, -0.653, 2.452], [-5.227, -0.509, 3.821], [-4.086, -0.030, 4.438], [-2.947, 0.315, 3.637], [-3.006, 0.197, 2.325], [-4.196, -0.250, 1.725], [-0.599, -3.488, 1.605], [-1.401, -1.935, 2.203], [-0.123, -2.737, 3.177], [0.384, -1.308, 0.567], [2.024, -3.076, 2.410], [2.741, -1.638, 1.370], [1.981, -3.059, 0.731], [2.052, -1.255, 3.811], [2.205, 0.571, 5.359], [1.118, 2.697, 4.749], [-0.744, 3.190, 1.589], [0.759, 4.788, 3.776], [0.038, 5.317, 2.141], [1.495, 4.403, 2.181], [-1.486, 3.826, 4.385], [-2.470, 2.850, 3.345], [-2.100, 4.650, 2.990], [-2.919, -3.452, -3.679], [-3.932, -2.027, -5.622], [-4.040, 0.479, -5.217], [-2.531, 2.089, -2.389], [-3.272, 2.296, -5.367], [-1.710, 1.941, -4.809], [-2.376, 3.507, -4.431], [-5.342, 2.082, -3.569], [-4.605, 3.487, -2.695], [-4.890, 1.959, -1.850], [-1.371, -2.124, -0.632], [-2.855, -4.429, -1.756], [-3.541, -3.409, -0.507], [-1.962, -4.363, -0.268], [-0.850, -3.826, -3.140], [0.187, -3.575, -1.706], [-0.010, -2.314, -2.859], [-5.161, -0.903, -1.480], [-7.259, -1.499, -0.205], [-7.347, -1.355, 2.108], [-6.185, -0.734, 4.346], [-3.874, 0.087, 5.500], [-2.088, 0.644, 4.131], [6.698, -3.898, 2.672], [7.561, -2.787, 2.428], [7.325, -2.193, 1.247], [6.199, -2.540, 0.382], [6.006, -1.949, -0.867], [6.815, -0.863, -1.196], [8.013, -0.585, -0.446], [8.274, -1.295, 0.750], [6.725, -0.072, -2.322], [5.776, -0.442, -3.128], [4.474, -0.163, -2.950], [3.579, -0.546, -4.011], [2.213, -0.443, -3.992], [1.683, 0.036, -2.804], [0.347, 0.008, -2.561], [2.509, 0.494, -1.714], [1.703, 1.002, -0.682], [2.342, 1.655, 0.317], [3.743, 1.828, 0.272], [4.547, 1.256, -0.657], [3.933, 0.576, -1.794], [7.034, -4.430, 3.497], [6.744, -4.566, 1.861], [5.683, -3.559, 2.792], [5.556, -3.424, 0.523], [5.184, -2.351, -1.488], [8.769, 0.174, -0.755], [9.112, -1.022, 1.404], [4.181, -0.827, -4.845], [1.565, -0.630, -4.876], [1.690, 2.048, 0.989], [4.246, 2.368, 1.116], [5.636, 1.452, -0.702], [-1.911, 5.209, -1.175], [-1.183, 3.962, -1.176], [-0.679, 2.918, -1.025], [-2.427, 5.331, -2.105], [-1.224, 6.030, -1.086], [-2.602, 5.192, -0.329]],
  "forces_ev_per_a": [[1.0, 0.7, 0.3], [0.5, -1.1, -0.5], [0.6, 0.3, 0.4], [-0.8, 0.7, 1.8], [-0.1, -1.3, -0.9], [0.9, -0.5, -0.2], [0.1, -0.1, 0.7], [-0.5, 0.9, -0.1], [0.2, 0.4, -0.4], [0.5, -0.3, 0.4], [-0.9, 0.0, -0.4], [-0.1, 1.0, -1.7], [0.6, 0.2, 2.5], [-1.8, -1.0, -2.2], [0.2, 0.6, -0.3], [1.5, 0.7, -2.5], [-1.4, -0.4, 2.0], [1.7, -0.3, 1.2], [-1.2, 0.6, -0.7], [1.2, -0.8, 2.4], [-0.2, -0.1, -1.9], [-0.3, 2.7, -0.4], [-0.9, 1.1, -0.5], [-1.0, -2.1, -1.9], [1.1, 0.0, -0.8], [-0.1, -0.9, 0.5], [-0.8, -2.0, -2.7], [-0.7, -0.1, -0.6], [-0.8, 0.0, -0.1], [3.0, 0.9, 2.2], [0.2, -0.9, -1.6], [-0.4, 0.3, 1.0], [-1.5, -0.2, -0.8], [0.5, 0.3, -1.5], [-1.1, 0.1, 2.7], [0.6, -0.1, -0.7], [-1.2, -0.5, 2.2], [0.4, 0.0, -3.0], [-1.3, -0.6, -0.7], [0.0, 1.4, 0.6], [-0.5, -0.3, 0.1], [-0.5, -0.1, 0.0], [-0.3, 0.1, -0.2], [0.5, 1.2, -0.5], [0.4, -0.4, 0.5], [-0.2, -0.9, -1.7], [-0.1, -0.5, 0.0], [0.0, 0.2, -0.3], [0.0, 0.5, 0.3], [0.1, 0.1, -0.6], [-0.2, 0.0, -0.8], [0.3, 0.0, 0.9], [0.0, -0.5, 0.2], [0.3, 0.2, 1.9], [0.0, 0.3, -0.3], [0.0, -1.4, 0.4], [-0.3, 0.0, -0.7], [0.0, 0.0, 1.0], [0.0, -1.4, 0.3], [0.9, 0.5, 1.0], [-0.4, 0.3, 0.3], [-0.4, 0.2, 0.7], [-0.2, 0.3, 0.0], [0.3, 0.4, 0.3], [-0.2, 0.4, -0.1], [0.1, 0.3, -0.5], [0.6, 1.6, 1.1], [0.0, 0.0, 0.0], [1.1, -0.2, 0.0], [-0.2, 0.0, 0.5], [0.1, 0.2, 0.7], [0.8, -0.8, 0.6], [-0.1, 0.4, 0.0], [-0.3, 0.3, 0.1], [-0.2, -0.2, -0.1], [0.1, -0.2, 0.6], [1.1, 0.1, 0.1], [-0.9, -0.2, -0.1], [1.3, 0.4, 0.7], [0.0, 1.4, -0.5], [-0.2, -0.5, 0.3], [-1.4, -0.4, -2.3], [1.0, -0.5, 0.1], [-0.3, -0.2, 1.2], [2.8, 0.8, -0.5], [-0.1, -0.8, 1.4], [-0.7, 1.3, -0.3], [-0.6, -0.2, 0.6], [-1.4, 0.2, -0.9], [0.3, 0.9, 0.4], [1.3, 0.4, 0.5], [0.2, 0.3, -0.5], [-3.1, -0.5, 1.5], [1.7, 0.3, -0.9], [-0.8, 0.8, -0.1], [2.2, 0.2, 0.7], [0.9, -1.9, -4.1], [0.2, 0.7, 2.3], [0.5, -0.5, -2.9], [-1.1, -0.5, 1.2], [0.7, -0.5, 1.8], [0.0, -0.9, -1.2], [-0.5, 0.1, 0.2], [0.4, 0.7, 0.5], [0.7, 0.6, 0.3], [-1.1, -0.7, 0.0], [-0.2, -0.3, -0.5], [-0.2, -0.5, -0.8], [0.6, -0.1, 0.9], [-1.2, 1.2, 2.2], [-0.7, -0.4, -0.9], [-0.9, -0.3, 0.4], [0.0, -0.1, 0.3], [1.3, -3.0, 0.8], [-1.0, 2.5, -0.8], [-0.5, 0.0, -0.5], [0.3, 0.4, 0.2], [0.0, 0.1, -0.2]]
}

---

Sequential energy above the lowest of the compared OMol25 structures with the same formula, charge and spin output: 182.93 0.00 kJ/mol
Sequential F_max output: 0.0150 0.0900 hartree/bohr
Sequential total energy output: -180223.922 -107549.964 eV